{"formula": "C5H7Br", "method": "the ωB97M-V functional and the def2-TZVPD basis", "smiles": "C[C@@H]1C/C1=C/Br", "e_homo_ev": -8.71, "e_lumo_ha": 0.0280, "relative_energy_ev": 1.9965, "species": ["C", "C", "C", "C", "C", "Br", "H", "H", "H", "H", "H", "H", "H"], "positions_angstrom": [[0.97, 1.55, -0.20], [0.29, 0.29, 0.54], [0.78, -1.19, 0.23], [-0.55, -0.82, -0.16], [-1.95, -1.10, -0.51], [-3.28, 0.13, -0.08], [1.61, 2.19, 0.47], [0.18, 2.27, -0.51], [1.74, 1.30, -0.98], [-0.01, 0.68, 1.52], [0.91, -1.93, 1.04], [1.58, -1.30, -0.54], [-2.27, -2.07, -0.80]], "mulliken_charge": [-1.07, -0.05, -0.52, 0.32, -0.60, -0.13, 0.32, 0.26, 0.30, 0.34, 0.23, 0.21, 0.40]}


{"formula": "C18H14Br4NO5PdS2", "method": "the ωB97M-V functional and the def2-TZVPD basis", "total_charge": -1, "e_homo_ev": [-4.55, -5.03], "multiplicity": 3, "e_lumo_ha": [0.0846, 0.0503], "relative_energy_ev": 0.1016, "species": ["Pd", "C", "O", "C", "C", "C", "C", "C", "C", "O", "C", "O", "C", "H", "H", "H", "H", "H", "H", "H", "H", "H", "Br", "C", "C", "Br", "C", "Br", "C", "O", "C", "O", "C", "Br", "S", "C", "N", "C", "C", "S", "H", "H", "H", "H", "H"], "positions_angstrom": [[-1.39, 1.03, -0.05], [-0.02, -4.01, 4.56], [0.50, -4.45, 3.33], [0.53, -3.55, 2.30], [1.01, -4.07, 1.08], [1.06, -3.23, 0.00], [0.64, -1.88, 0.05], [0.74, -1.05, -1.13], [1.30, -1.62, -2.42], [0.40, 0.13, -1.16], [0.15, -1.35, 1.29], [-0.22, -0.15, 1.46], [0.12, -2.25, 2.41], [0.01, -4.86, 5.23], [-1.06, -3.67, 4.45], [0.57, -3.19, 4.98], [1.33, -5.10, 1.03], [1.43, -3.63, -0.94], [2.32, -1.98, -2.28], [1.28, -0.84, -3.17], [0.68, -2.46, -2.76], [-0.27, -1.83, 3.33], [-0.09, 1.22, -7.08], [-0.21, 1.73, -5.27], [0.67, 2.74, -4.76], [1.97, 3.49, -5.90], [0.58, 3.14, -3.45], [1.73, 4.45, -2.72], [-0.39, 2.59, -2.54], [-0.51, 2.98, -1.38], [-1.27, 1.50, -3.05], [-2.07, 0.94, -2.30], [-1.15, 1.15, -4.45], [-2.31, -0.20, -5.04], [-3.36, 2.27, 0.61], [-1.99, 2.32, 1.60], [-1.01, 3.30, 1.60], [0.17, 2.87, 2.35], [-0.36, 2.19, 3.62], [-2.01, 1.54, 3.18], [-0.83, 3.67, 0.67], [0.79, 3.73, 2.59], [0.75, 2.15, 1.77], [-0.48, 2.89, 4.44], [0.28, 1.36, 3.91]], "mulliken_charge": [0.13, -0.80, -0.46, 1.31, -1.09, -0.57, -0.23, 1.21, -1.61, -0.46, -0.34, -0.02, -0.34, 0.23, 0.33, 0.31, 0.40, 0.34, 0.42, 0.26, 0.39, 0.37, -0.17, 0.30, 0.17, -0.18, -0.25, -0.14, 0.41, -0.61, 0.64, -0.75, -0.11, -0.11, -0.27, 0.22, -0.38, -0.59, -0.51, -0.18, 0.40, 0.46, 0.13, 0.46, 0.28]}